No. 1
DFT (wB97M-V/def2-TZVPD) results for a molecular structure, C36H51As3Cl5NO3V at a distorted geometry.

XYZ file:
```
100
Properties=species:S:1:pos:R:3:nbo_charge:R:1
V -0.520 -0.656 -0.948 0.890
C -0.344 2.602 -4.678 -0.248
O -1.209 2.220 -3.629 -0.550
C -2.495 1.874 -4.076 -0.081
C -3.415 1.676 -2.886 -0.069
O -3.056 0.582 -2.049 -0.540
C -4.098 -0.357 -1.826 -0.066
C -3.934 -1.616 -2.653 -0.078
O -2.881 -2.361 -2.101 -0.562
C -2.811 -3.679 -2.605 -0.239
H -0.667 3.548 -5.129 0.171
H -0.300 1.837 -5.461 0.175
H 0.648 2.720 -4.243 0.199
H -2.456 0.962 -4.687 0.174
H -2.909 2.686 -4.692 0.174
H -4.428 1.536 -3.273 0.181
H -3.394 2.590 -2.283 0.184
H -5.072 0.093 -2.038 0.177
H -4.053 -0.636 -0.772 0.204
H -3.725 -1.360 -3.702 0.170
H -4.868 -2.195 -2.621 0.173
H -3.758 -4.207 -2.454 0.170
H -2.025 -4.187 -2.054 0.205
H -2.564 -3.685 -3.674 0.170
C 3.802 1.705 -2.511 -0.938
As 2.362 0.731 -1.547 0.916
C 3.394 -0.945 -1.493 -0.940
C 2.810 1.306 0.297 -0.720
C 2.098 2.567 0.809 -0.051
C 2.218 3.673 -0.252 -0.617
C 0.619 2.303 1.143 -0.716
As -0.727 1.962 -0.279 0.970
C -2.237 2.018 0.971 -0.938
C -0.984 3.837 -0.854 -0.920
C 2.816 3.112 2.064 -0.716
As 3.073 2.243 3.840 0.874
C 4.315 0.791 3.368 -0.955
C 1.495 1.111 4.149 -0.972
H 4.717 1.751 -1.919 0.214
H 3.497 2.719 -2.768 0.221
H 4.009 1.170 -3.439 0.226
H 4.345 -0.785 -0.984 0.217
H 3.598 -1.272 -2.514 0.229
H 2.841 -1.739 -0.992 0.229
H 3.894 1.456 0.336 0.214
H 2.569 0.467 0.953 0.234
H 1.713 3.369 -1.172 0.202
H 3.270 3.864 -0.478 0.212
H 1.772 4.605 0.099 0.211
H 0.237 3.156 1.714 0.211
H 0.546 1.422 1.783 0.238
H -2.204 2.927 1.573 0.214
H -2.215 1.150 1.625 0.248
H -3.175 1.999 0.413 0.224
H -0.688 4.498 -0.041 0.216
H -2.041 3.997 -1.065 0.220
H -0.414 4.080 -1.748 0.229
H 2.350 4.069 2.319 0.217
H 3.846 3.358 1.779 0.219
H 5.199 1.199 2.876 0.221
H 3.854 0.042 2.727 0.220
H 4.639 0.300 4.287 0.227
H 0.583 1.707 4.166 0.223
H 1.616 0.650 5.130 0.232
H 1.405 0.317 3.412 0.234
Cl -0.171 -0.584 -3.417 0.097
C 0.500 -2.101 -2.918 -0.024
C 0.208 -2.394 -1.590 -0.497
C 0.571 -3.690 -1.207 0.009
Cl 0.010 -4.294 0.311 0.034
C 1.274 -4.554 -2.046 -0.115
Cl 1.692 -6.139 -1.515 0.048
C 1.637 -4.148 -3.331 -0.097
Cl 2.562 -5.176 -4.352 0.053
C 1.202 -2.908 -3.791 -0.114
Cl 1.538 -2.393 -5.404 0.035
N -0.648 -0.988 0.676 -0.793
C -0.742 -1.266 1.941 0.115
C 0.428 -1.704 2.719 0.002
C 1.705 -1.598 2.150 -0.234
C 2.826 -2.063 2.807 -0.209
C 2.702 -2.654 4.060 -0.209
C 1.444 -2.785 4.628 -0.212
C 0.317 -2.316 3.971 -0.213
C -2.080 -1.171 2.576 -0.093
C -2.289 -0.537 3.801 -0.157
C -3.572 -0.406 4.310 -0.232
C -4.659 -0.910 3.613 -0.206
C -4.460 -1.551 2.397 -0.216
C -3.182 -1.679 1.881 -0.191
H 1.774 -1.165 1.161 0.226
H 3.801 -1.981 2.341 0.215
H 3.576 -3.030 4.575 0.212
H 1.338 -3.272 5.590 0.213
H -0.656 -2.456 4.422 0.221
H -1.444 -0.125 4.339 0.212
H -3.725 0.105 5.253 0.212
H -5.659 -0.805 4.015 0.211
H -5.307 -1.952 1.852 0.210
H -2.992 -2.187 0.943 0.222
```

Summary:
Highest occupied orbital energy (spin up / spin down) (eV): -6.35 / -8.12
2S+1: 4
<S²>: 3.836
Frontier orbital gap (spin up / spin down) (eV): 6.82 / 8.25
ΔE to the lowest compared entry with this formula, charge and spin (kcal/mol): 4.9
M (g mol⁻¹): 998.78

No. 2
DFT (wB97M-V/def2-TZVPD) results for 2 unconnected molecules or ions with the total composition C16H34Cl2NO6.

XYZ file:
```
59
Properties=species:S:1:pos:R:3:nbo_charge:R:1
C 3.860 -3.287 1.040 -0.591
C 3.130 -2.197 0.331 -0.401
C 4.045 -1.093 -0.117 -0.399
C 3.694 -0.401 -1.427 -0.380
C 2.752 0.813 -1.352 -0.392
C 1.733 0.820 -0.254 -0.388
C 0.902 2.069 -0.214 -0.383
C -0.013 2.082 1.011 -0.413
C -1.474 2.453 0.821 -0.405
C -2.288 1.864 -0.327 0.060
O -3.109 2.884 -0.882 -0.545
C -2.839 3.212 -2.223 -0.238
C -3.175 0.784 0.195 0.158
Cl -4.309 0.196 -1.110 -0.144
O -2.351 -0.208 0.625 -0.532
C -2.866 -1.385 1.190 0.109
N -2.890 -2.433 0.209 -0.650
C -1.642 -2.657 -0.511 -0.219
C -1.667 -2.040 -1.882 -0.402
C -2.784 -2.577 -2.717 -0.610
H 4.661 -3.666 0.431 0.187
H 3.210 -4.102 1.292 0.201
H 4.290 -2.913 1.948 0.205
H 2.589 -2.593 -0.503 0.184
H 2.394 -1.792 1.002 0.211
H 5.019 -1.531 -0.247 0.187
H 4.158 -0.365 0.663 0.211
H 3.323 -1.122 -2.134 0.185
H 4.624 -0.045 -1.829 0.195
H 2.222 0.889 -2.287 0.188
H 3.361 1.697 -1.277 0.191
H 2.241 0.805 0.692 0.210
H 1.122 -0.067 -0.278 0.187
H 0.373 2.233 -1.140 0.172
H 1.613 2.870 -0.118 0.198
H 0.087 1.160 1.542 0.219
H 0.384 2.817 1.679 0.244
H -1.595 3.516 0.764 0.218
H -1.968 2.151 1.727 0.216
H -1.684 1.407 -1.092 0.182
H -3.627 3.851 -2.562 0.184
H -2.831 2.333 -2.847 0.169
H -1.905 3.752 -2.313 0.163
H -3.831 1.155 0.963 0.184
H -2.224 -1.605 2.035 0.159
H -3.869 -1.250 1.567 0.167
H -3.261 -3.273 0.625 0.363
H -1.480 -3.715 -0.627 0.180
H -0.820 -2.249 0.053 0.188
H -1.792 -0.981 -1.782 0.208
H -0.729 -2.229 -2.355 0.191
H -2.651 -3.621 -2.943 0.185
H -3.706 -2.439 -2.189 0.225
H -2.861 -2.020 -3.634 0.201
O 2.223 3.326 3.938 -0.884
Cl 1.291 2.409 4.559 2.541
O 1.528 2.359 5.981 -0.874
O 1.470 1.090 3.987 -0.890
O -0.062 2.858 4.304 -0.888
```

Summary:
Highest occupied orbital energy (eV): -5.93
2S+1: 1
Frontier orbital gap (eV): 8.49
Total charge: -1
M (g mol⁻¹): 407.36

No. 3
DFT (wB97M-V/def2-TZVPD) results for C3H5NS3 in the gas phase at a distorted geometry.

XYZ file:
```
12
Properties=species:S:1:pos:R:3:nbo_charge:R:1
C 1.816 1.586 -1.198 -0.757
C -0.076 -0.095 -0.013 -0.403
C -1.478 -0.244 0.495 -0.012
H 2.002 2.404 -1.822 0.239
H 2.405 1.596 -0.284 0.242
H 2.102 0.726 -1.794 0.240
H -2.170 0.636 0.352 0.201
H -2.417 -2.953 2.232 0.097
N -2.081 -1.187 1.153 -0.488
S 0.069 1.358 -0.887 0.384
S 1.144 -1.172 0.187 0.005
S -1.316 -2.655 1.579 0.252
```

Summary:
Highest occupied orbital energy (eV): -8.73
2S+1: 1
Frontier orbital gap (eV): 7.77
ΔE to the lowest compared entry with this formula, charge and spin (kcal/mol): 24.8
M (g mol⁻¹): 151.28

No. 4
DFT (wB97M-V/def2-TZVPD) results for 2 unconnected molecules or ions with the total composition C5H8O2.

XYZ file:
```
15
Properties=species:S:1:pos:R:3:nbo_charge:R:1
O 0.198 -0.317 -2.361 -0.959
C -0.510 -0.001 0.523 0.053
C 0.856 -0.533 0.755 -0.568
C 1.989 0.415 0.415 0.470
O 2.131 0.949 -0.663 -0.531
C -1.944 -0.443 0.533 -0.424
C -1.379 0.942 0.350 -0.211
H 0.955 0.186 -2.021 0.485
H 0.932 -0.835 1.807 0.238
H 0.980 -1.437 0.145 0.275
H 2.735 0.587 1.216 0.119
H -2.417 -0.718 1.485 0.176
H -2.349 -0.986 -0.330 0.182
H -0.553 0.207 -2.057 0.465
H -1.624 1.984 0.204 0.231
```

Summary:
SMILES: O=CCC1=CC1.O
Highest occupied orbital energy (eV): -9.55
2S+1: 1
Frontier orbital gap (eV): 10.12
ΔE to the lowest compared entry with this formula, charge and spin (kcal/mol): 71.4
M (g mol⁻¹): 100.12

No. 5
DFT (wB97M-V/def2-TZVPD) results for a molecular structure, C2H2AgO2 at a distorted geometry.

XYZ file:
```
7
Properties=species:S:1:pos:R:3:nbo_charge:R:1
O -1.026 0.021 0.175 -0.360
C -0.667 0.459 -0.979 0.090
C 0.721 0.656 -1.250 0.256
O 1.579 0.120 -0.486 -0.596
Ag 0.224 -1.055 1.208 1.134
H -1.359 0.308 -1.817 0.273
H 1.011 1.008 -2.253 0.203
```

Summary:
Highest occupied orbital energy (spin up / spin down) (eV): -13.95 / -15.42
2S+1: 3
<S²>: 2.015
Frontier orbital gap (spin up / spin down) (eV): 7.89 / 6.21
ΔE to the lowest compared entry with this formula, charge and spin (kcal/mol): 9.3
Total charge: +1
M (g mol⁻¹): 165.90

No. 6
DFT (wB97M-V/def2-TZVPD) results for a gas-phase ion, C7H17NO4P (charge -1) at a distorted geometry.

XYZ file:
```
30
Properties=species:S:1:pos:R:3:nbo_charge:R:1
C 0.312 2.285 0.535 -0.651
C 0.608 2.857 -1.855 -0.606
C -2.711 -0.454 1.201 -0.637
C -1.539 -2.709 1.391 -0.652
C 2.721 -1.276 -1.461 -1.009
C -0.030 1.883 -0.912 0.089
C -1.348 -1.188 1.085 0.105
N 0.349 -0.486 -0.391 -0.269
O 1.313 -2.578 0.708 -1.170
O 2.660 -0.391 0.975 -1.180
O 0.369 0.579 -1.292 -0.405
O -0.941 -0.989 -0.277 -0.414
P 1.810 -1.299 0.154 2.274
H 1.411 2.397 0.795 0.227
H -0.218 3.056 0.965 0.197
H -0.025 1.496 1.156 0.227
H 1.656 2.907 -1.650 0.212
H 0.075 3.835 -1.710 0.197
H 0.466 2.632 -2.960 0.204
H -2.597 0.631 1.339 0.197
H -3.196 -0.693 0.171 0.213
H -3.198 -0.823 2.103 0.195
H -2.314 -3.125 0.775 0.188
H -1.790 -2.850 2.388 0.185
H -0.566 -3.119 1.277 0.282
H 1.999 -1.799 -2.126 0.209
H 2.869 -0.226 -1.772 0.232
H 3.598 -1.787 -1.321 0.210
H -1.106 1.863 -1.032 0.156
H -0.635 -0.628 1.743 0.195
```

Summary:
SMILES: CC(C)ON(OC(C)C)[P@](C)(=O)[O-]
Highest occupied orbital energy (eV): -4.14
2S+1: 1
Frontier orbital gap (eV): 7.65
ΔE to the lowest compared entry with this formula, charge and spin (kcal/mol): 0.0
Total charge: -1
M (g mol⁻¹): 210.19

No. 7
DFT (wB97M-V/def2-TZVPD) results for a molecular structure, C2H6O2P at a distorted geometry.

XYZ file:
```
11
Properties=species:S:1:pos:R:3:nbo_charge:R:1
C 0.302 -2.244 0.235 -0.983
C 0.348 1.614 0.218 -0.992
O -1.959 0.235 0.679 -1.163
O -0.728 -0.030 -1.559 -1.035
P -0.607 -0.015 0.117 1.798
H 0.294 -2.385 1.337 0.126
H 1.367 -1.994 0.010 0.113
H -0.185 2.331 -0.405 0.220
H 0.354 1.952 1.253 0.211
H 1.366 1.491 -0.146 0.208
H -0.552 -0.955 -1.740 0.497
```

Summary:
Highest occupied orbital energy (eV): -3.15
2S+1: 1
Frontier orbital gap (eV): 7.38
ΔE to the lowest compared entry with this formula, charge and spin (kcal/mol): 65.8
Total charge: -1
M (g mol⁻¹): 93.04

No. 8
DFT (wB97M-V/def2-TZVPD) results for a molecular structure, C30H31N5O5Os.

XYZ file:
```
72
Properties=species:S:1:pos:R:3:nbo_charge:R:1
Os 0.440 0.604 -0.336 1.506
O 2.335 1.415 -0.904 -0.711
C 2.365 2.662 -1.658 -0.111
C 1.019 3.313 -1.526 0.187
C 0.810 4.626 -1.896 -0.211
C -0.472 5.152 -1.819 -0.059
C -1.515 4.351 -1.360 -0.210
C -1.240 3.058 -0.984 0.068
N 0.009 2.541 -1.074 -0.514
H 3.163 0.924 -1.018 0.553
H 2.574 2.431 -2.704 0.241
H 3.161 3.302 -1.279 0.254
H 1.640 5.228 -2.247 0.274
H -0.656 6.179 -2.111 0.280
H -2.528 4.726 -1.291 0.282
H -2.013 2.397 -0.614 0.232
O -1.362 3.999 5.340 -0.718
C -0.119 4.340 4.787 -0.115
C 0.119 3.416 3.627 0.128
C 1.233 3.524 2.804 -0.196
C 1.397 2.659 1.740 0.081
N 0.517 1.679 1.473 -0.462
C -0.551 1.526 2.311 0.141
C -0.781 2.373 3.366 -0.173
C -1.276 0.277 2.040 0.289
C -2.093 -0.328 3.012 -0.139
C -2.455 -1.673 3.139 -0.005
C -3.570 -2.006 4.107 -0.094
O -3.590 -3.393 4.281 -0.715
C -1.770 -2.729 2.546 0.024
C -0.760 -1.642 0.533 0.108
N -0.945 -0.227 0.852 -0.464
H -1.558 4.557 6.101 0.519
H 0.713 4.213 5.491 0.232
H -0.079 5.373 4.425 0.226
H 1.987 4.282 2.984 0.274
H 2.256 2.730 1.091 0.228
H -1.633 2.254 4.020 0.288
H -2.467 0.341 3.779 0.253
H -4.501 -1.628 3.667 0.220
H -3.397 -1.458 5.039 0.214
H -4.250 -3.641 4.938 0.521
H -2.110 -3.720 2.827 0.277
H -1.564 -2.005 -0.114 0.235
O 2.260 -2.973 -5.945 -0.715
C 1.747 -1.690 -6.177 -0.116
C 1.324 -1.136 -4.849 0.112
C 0.838 0.157 -4.704 -0.152
C 0.476 0.631 -3.455 0.057
N 0.554 -0.123 -2.348 -0.484
C 0.964 -1.426 -2.493 0.109
C 1.369 -1.941 -3.699 -0.162
C 0.753 -2.202 -1.269 0.390
C 0.658 -3.586 -1.215 -0.243
C 0.342 -4.371 -0.092 0.052
C 0.509 -5.866 -0.233 -0.105
O 0.854 -6.158 -1.551 -0.701
C -0.125 -3.958 1.164 0.060
C -0.552 -2.611 1.675 -0.393
N 0.458 -1.396 -0.229 -0.525
H 2.572 -3.363 -6.769 0.519
H 0.864 -1.694 -6.830 0.232
H 2.477 -1.006 -6.624 0.226
H 0.733 0.811 -5.562 0.265
H 0.092 1.634 -3.340 0.228
H 1.705 -2.965 -3.792 0.293
H 0.872 -4.144 -2.119 0.294
H -0.414 -6.363 0.091 0.228
H 1.296 -6.156 0.481 0.234
H 0.845 -7.111 -1.699 0.523
H -0.234 -4.755 1.896 0.245
H 0.282 -2.240 2.298 0.292
```

Summary:
Highest occupied orbital energy (spin up / spin down) (eV): -19.28 / -19.73
2S+1: 5
<S²>: 6.060
Frontier orbital gap (spin up / spin down) (eV): 7.46 / 5.25
ΔE to the lowest compared entry with this formula, charge and spin (kcal/mol): 0.0
Total charge: +4
M (g mol⁻¹): 731.84